(1)
A single C6H9N molecule. Source: the Open Molecules 2025 dataset; level of theory: ωB97M-V/def2-TZVPD.

The calculation puts the max |F| at 5.45 eV Å⁻¹. The calculation puts the energy relative to the best compared isomer or geometry (same formula, charge and spin) at 45.79 kcal/mol. The value obtained for the orbital gap is 0.34047 hartree. The structure (SMILES) is CCc1cc[nH]c1. The calculation puts the energy at -7856.174 eV. As for the LUMO energy: 0.0388 Eh. As for the spin multiplicity: 1.

```
16
C6H9N ωB97M-V/def2-TZVPD
C 0.107 -0.142 0.245
H 2.229 0.085 -0.660
H 0.102 -2.716 0.595
C -1.102 0.421 -0.287
H 1.213 2.238 -2.093
H 1.482 -0.985 1.529
H -0.248 -2.772 2.426
H -0.093 -0.337 2.326
N -0.658 1.348 -1.280
H -1.520 -2.095 1.150
C 0.705 1.418 -1.408
H -1.367 1.605 -2.026
H -2.036 0.585 0.330
C -0.395 -2.151 1.428
C 0.313 -0.847 1.475
C 1.180 0.460 -0.557
```

(2)
A single C6H9N molecule. Source: the Open Molecules 2025 dataset; level of theory: ωB97M-V/def2-TZVPD.

The calculation puts the max |F| at 1.21 eV Å⁻¹. The calculation puts the energy relative to the best compared isomer or geometry (same formula, charge and spin) at 25.55 kcal/mol. The value obtained for the orbital gap is 0.34807 hartree. The structure (SMILES) is CC1=CCC(C)=N1. The calculation puts the energy at -7857.051 eV. As for the LUMO energy: 0.0369 Eh. As for the spin multiplicity: 1.

```
16
C6H9N ωB97M-V/def2-TZVPD
H 1.391 0.415 -2.725
H 0.245 -2.474 1.953
C -1.185 0.637 -0.408
H 1.154 1.932 -1.819
C 0.164 0.353 -0.967
H -1.666 0.367 1.828
C 0.647 -1.460 2.069
C -1.030 0.139 0.981
C 0.663 1.024 -2.191
C 0.110 -0.582 0.988
H -1.569 -0.167 -1.113
H -0.141 1.344 -2.860
N 0.827 -0.478 -0.234
H 1.737 -1.529 2.018
H 0.348 -1.095 3.057
H -1.716 1.571 -0.604
```

(3)
A single C6H9N molecule. Source: the Open Molecules 2025 dataset; level of theory: ωB97M-V/def2-TZVPD.

The calculation puts the max |F| at 1.55 eV Å⁻¹. The calculation puts the energy relative to the best compared isomer or geometry (same formula, charge and spin) at 8.25 kcal/mol. The value obtained for the orbital gap is 0.32958 hartree. The structure (SMILES) is Cc1c[nH]c(C)c1. The calculation puts the energy at -7857.802 eV. As for the LUMO energy: 0.0387 Eh. As for the spin multiplicity: 1.

```
16
C6H9N ωB97M-V/def2-TZVPD
C 0.632 0.525 -0.768
H 1.261 2.568 -1.198
C -0.611 -0.775 0.620
C -1.808 -1.359 1.303
H 2.091 1.381 -2.138
H -2.700 -0.868 0.916
H -1.948 -2.417 1.157
H 2.269 0.483 0.385
C 0.676 -0.786 1.045
H 1.035 -1.240 1.956
C 1.131 1.597 -1.661
H -1.503 0.289 -1.145
H -1.777 -1.161 2.375
H 0.421 1.751 -2.474
N 1.468 -0.088 0.162
C -0.638 0.098 -0.534
```

(4)
A single C6H9N molecule. Source: the Open Molecules 2025 dataset; level of theory: ωB97M-V/def2-TZVPD.

The calculation puts the max |F| at 0.36 eV Å⁻¹. The calculation puts the energy relative to the best compared isomer or geometry (same formula, charge and spin) at 10.64 kcal/mol. The value obtained for the orbital gap is 0.32638 hartree. The structure (SMILES) is Cc1cc[nH]c1C. The calculation puts the energy at -7857.698 eV. As for the LUMO energy: 0.0393 Eh. As for the spin multiplicity: 1.

```
16
C6H9N ωB97M-V/def2-TZVPD
C 0.761 -1.885 -0.522
H 1.137 -1.673 -1.527
H 1.548 -2.404 0.038
H -1.524 2.134 0.382
H -2.145 0.279 2.266
H 1.266 2.350 -0.425
H -0.066 -2.596 -0.653
C 0.187 -0.667 0.154
H 0.165 2.171 -1.776
H 1.633 1.173 -1.679
H -0.635 -1.668 1.850
C 0.017 0.652 -0.238
C 0.814 1.605 -1.098
C -1.051 1.178 0.550
C -1.426 0.235 1.460
N -0.679 -0.884 1.218
```

(5)
A single C6H9N molecule. Source: the Open Molecules 2025 dataset; level of theory: ωB97M-V/def2-TZVPD.

The calculation puts the max |F| at 0.99 eV Å⁻¹. The calculation puts the energy relative to the best compared isomer or geometry (same formula, charge and spin) at 73.12 kcal/mol. The value obtained for the orbital gap is 0.38249 hartree. The structure (SMILES) is CC#CC[C@H]1CN1. The calculation puts the energy at -7854.989 eV. As for the LUMO energy: 0.0388 Eh. As for the spin multiplicity: 1.

```
16
C6H9N ωB97M-V/def2-TZVPD
C 0.024 -1.049 -0.782
H 0.174 -2.135 -0.742
C 2.643 0.785 1.862
H -2.293 1.402 -0.273
H -1.388 1.293 -1.830
C -1.857 0.730 -1.011
H 0.241 -0.723 -1.802
C 0.952 -0.401 0.164
H 3.647 0.353 1.777
N -2.388 -0.516 -1.536
H -3.338 -0.779 -1.312
H 2.723 1.857 1.656
H 2.317 0.669 2.901
C -1.402 -0.616 -0.488
H -1.761 -1.007 0.480
C 1.707 0.137 0.937
```

(6)
A molecular structure, C6H9N. Source: the Open Molecules 2025 dataset; level of theory: ωB97M-V/def2-TZVPD.

The calculation puts the max |F| at 0.45 eV Å⁻¹. The calculation puts the energy relative to the best compared isomer or geometry (same formula, charge and spin) at 130.66 kcal/mol. The value obtained for the orbital gap is 0.34054 hartree. The calculation puts the energy at -7852.494 eV. As for the LUMO energy: 0.0287 Eh. As for the spin multiplicity: 1.

```
16
C6H9N ωB97M-V/def2-TZVPD
H 1.825 0.835 -1.029
H 1.766 1.440 0.642
H 0.895 -1.159 1.084
C 0.382 0.521 -1.755
C -0.021 -0.766 -0.924
H -2.136 -1.249 0.926
H -0.920 -0.274 1.796
H -2.426 0.474 1.213
C -0.195 1.157 -0.529
H -0.298 -1.698 -1.418
C -1.654 -0.265 0.973
C 1.136 -0.755 0.094
H 2.024 -1.263 -0.291
C 1.245 0.764 -0.036
N -1.105 0.044 -0.334
H -0.517 2.193 -0.414
```

(7)
A single C6H9N molecule. Source: the Open Molecules 2025 dataset; level of theory: ωB97M-V/def2-TZVPD.

The calculation puts the max |F| at 0.41 eV Å⁻¹. The calculation puts the energy relative to the best compared isomer or geometry (same formula, charge and spin) at 50.54 kcal/mol. The value obtained for the orbital gap is 0.38009 hartree. The structure (SMILES) is [H]/N=C/CC(C)=C=C. The calculation puts the energy at -7855.968 eV. As for the LUMO energy: 0.0380 Eh. As for the spin multiplicity: 1.

```
16
C6H9N ωB97M-V/def2-TZVPD
H -1.832 -0.974 0.504
H -3.285 -0.698 -1.158
C -1.830 -0.082 -0.138
C 0.623 0.323 0.251
H 1.472 1.124 2.061
C 1.686 1.102 0.985
C -0.768 0.930 0.187
C 1.006 -1.976 -0.936
H 1.710 2.143 0.639
H 1.275 -2.024 -1.989
H -0.805 1.726 -0.567
H -0.998 1.392 1.159
H 2.678 0.666 0.841
C 0.852 -0.828 -0.330
N -2.644 0.095 -1.095
H 0.860 -2.919 -0.414
```

(8)
A single C6H9N molecule. Source: the Open Molecules 2025 dataset; level of theory: ωB97M-V/def2-TZVPD.

The calculation puts the max |F| at 0.79 eV Å⁻¹. The calculation puts the energy relative to the best compared isomer or geometry (same formula, charge and spin) at 120.85 kcal/mol. The value obtained for the orbital gap is 0.35343 hartree. The calculation puts the energy at -7852.919 eV. As for the LUMO energy: 0.0016 Eh. As for the spin multiplicity: 1.

```
16
C6H9N ωB97M-V/def2-TZVPD
H 1.044 1.161 -1.987
H 0.680 1.021 1.828
H 1.291 -1.893 1.302
C 0.204 -1.832 1.235
N -0.392 -0.536 0.972
H 1.535 0.257 0.477
C 0.027 1.401 -1.646
H 0.322 -1.358 -0.919
C -0.412 2.651 0.524
C -0.375 -1.519 -0.095
H -0.639 0.587 -1.957
H -0.287 2.308 -2.170
H -1.351 -1.905 -0.384
C 0.534 0.574 0.835
H -0.326 -2.467 1.940
C 0.002 1.615 -0.153
```

(9)
A single C6H9N molecule. Source: the Open Molecules 2025 dataset; level of theory: ωB97M-V/def2-TZVPD.

The calculation puts the max |F| at 3.22 eV Å⁻¹. The calculation puts the energy relative to the best compared isomer or geometry (same formula, charge and spin) at 115.52 kcal/mol. The value obtained for the orbital gap is 0.36383 hartree. The structure (SMILES) is CC#CCN1CC1. The calculation puts the energy at -7853.150 eV. As for the LUMO energy: 0.0313 Eh. As for the spin multiplicity: 1.

```
16
C6H9N ωB97M-V/def2-TZVPD
C -0.367 -0.895 -0.736
H -1.262 1.617 -0.295
H 2.825 1.053 0.974
C -1.640 0.916 0.447
N -1.211 -0.469 0.366
H -0.417 -1.952 -0.883
H 3.306 0.990 -0.763
H -0.562 -0.358 -1.686
C 1.044 -1.110 -0.431
H -3.358 -0.521 0.604
C -2.565 -0.138 -0.034
H -1.747 1.319 1.454
H 3.773 -0.313 0.370
C 1.872 -0.283 -0.204
H -2.794 -0.137 -1.102
C 3.024 0.428 0.115
```

(10)
2 unconnected molecules or ions with the total composition C6H9N. Source: the Open Molecules 2025 dataset; level of theory: ωB97M-V/def2-TZVPD.

The calculation puts the max |F| at 0.29 eV Å⁻¹. The calculation puts the energy relative to the best compared isomer or geometry (same formula, charge and spin) at 49.85 kcal/mol. The value obtained for the orbital gap is 0.33617 hartree. The structure (SMILES) is C=C1N=CC=C1C.[H][H]. The calculation puts the energy at -7855.998 eV. As for the LUMO energy: -0.0048 Eh. As for the spin multiplicity: 1.

```
16
C6H9N ωB97M-V/def2-TZVPD
C 1.125 0.593 1.611
H -1.635 -2.228 -0.181
N -0.372 -1.156 1.888
H 1.414 0.301 -1.639
H 1.839 1.347 1.925
C 1.005 1.024 -0.921
C -0.294 -0.775 0.523
H 0.582 -0.430 3.571
H 1.744 1.817 -0.765
C 0.665 0.348 0.368
H -0.870 -1.101 -1.478
H -2.180 0.242 -3.099
H -2.601 0.309 -2.492
C 0.447 -0.365 2.495
C -0.979 -1.399 -0.438
H 0.110 1.475 -1.367
```

(11)
2 unconnected molecules or ions with the total composition C6H9N. Source: the Open Molecules 2025 dataset; level of theory: ωB97M-V/def2-TZVPD.

The calculation puts the max |F| at 1.57 eV Å⁻¹. The calculation puts the energy relative to the best compared isomer or geometry (same formula, charge and spin) at 128.57 kcal/mol. The value obtained for the orbital gap is 0.33601 hartree. The structure (SMILES) is C[C@]12C=C1C2.C=N. The calculation puts the energy at -7852.584 eV. As for the LUMO energy: 0.0390 Eh. As for the spin multiplicity: 1.

```
16
C6H9N ωB97M-V/def2-TZVPD
C 0.760 -0.589 -1.052
N -2.297 -0.431 0.587
H -0.008 -0.343 -1.793
H 0.860 -1.659 -0.896
H -1.450 -2.141 -0.107
H -0.224 1.916 -0.862
C 2.523 0.455 -0.141
C 0.111 1.592 0.138
H 0.655 2.408 0.610
H 3.472 0.859 0.249
C 1.010 0.363 0.062
C -1.930 -1.634 0.733
C 2.092 0.078 -1.335
H -2.053 -2.223 1.649
H -2.710 -0.075 1.453
H -0.813 1.426 0.708
```

(12)
A molecular structure, C6H9N. Source: the Open Molecules 2025 dataset; level of theory: ωB97M-V/def2-TZVPD.

The calculation puts the max |F| at 3.62 eV Å⁻¹. The calculation puts the energy relative to the best compared isomer or geometry (same formula, charge and spin) at 109.95 kcal/mol. The value obtained for the orbital gap is 0.35571 hartree. The calculation puts the energy at -7853.392 eV. As for the LUMO energy: 0.0388 Eh. As for the spin multiplicity: 1.

```
16
C6H9N ωB97M-V/def2-TZVPD
H -1.494 0.472 2.154
C 0.435 0.778 -1.178
C 1.291 0.922 -0.112
H 0.365 1.408 -2.071
H -2.543 0.185 0.754
N -0.589 -0.502 0.553
H 0.792 1.964 -0.111
C 0.888 -0.306 0.705
H -1.361 1.516 0.717
H 1.895 -1.283 -1.097
H 0.791 -2.358 -0.130
C 1.012 -1.342 -0.451
C -0.258 -0.551 -0.901
H -1.012 -0.937 -1.590
H 1.320 -0.444 1.699
C -1.531 0.479 1.058
```